Entry 1:
65
Properties=species:S:1:pos:R:3:forces:R:3:nbo_charge:R:1 method="wB97M-V/def2-TZVPD" relative_energy_kcal_mol=18.2 orbital_gap_ev=5.84 homo_energy_ev=-13.18 largest_force_ha_per_bohr=0.0315 charge=+2 e_lumo_ha=-0.2697
Pb -3.3451 -0.2640 -1.5679 0.18 0.27 0.18 1.380
S -4.1747 0.2962 1.0414 -0.26 0.17 0.04 -0.532
P -2.2844 0.3559 1.6627 0.20 -0.29 -0.66 1.359
C -1.3380 0.0289 0.1152 -0.81 -1.36 -0.32 -0.882
P -0.0856 -1.1887 -0.0207 0.82 0.82 0.14 1.374
S -1.7232 -2.2594 -0.4187 -0.46 0.31 0.32 -0.232
C 0.7991 -1.7358 1.4105 0.16 -0.25 0.03 -0.391
C 0.5046 -2.9444 2.0354 -0.08 -0.05 0.04 -0.186
C 1.2966 -3.3766 3.0873 -0.02 0.07 -0.06 -0.186
C 2.3626 -2.6017 3.5153 0.05 0.06 -0.01 -0.151
C 2.6522 -1.3888 2.8969 -0.08 -0.11 0.04 -0.197
C 1.8820 -0.9584 1.8340 0.02 0.04 -0.05 -0.191
C 1.0657 -0.8713 -1.3227 0.11 -0.15 -0.03 -0.490
C 1.7922 -1.9492 -1.8362 0.02 0.03 -0.03 -0.109
C 2.7979 -1.7125 -2.7538 -0.04 0.07 0.00 -0.205
C 3.0978 -0.4081 -3.1315 -0.02 -0.03 -0.05 -0.143
C 2.3817 0.6603 -2.6147 -0.08 -0.07 0.05 -0.198
C 1.3535 0.4319 -1.7120 0.05 0.10 -0.10 -0.177
C -1.9881 -0.7668 3.0109 0.06 -0.10 0.21 -0.401
C -2.8010 -1.8891 3.1810 0.06 0.03 -0.02 -0.190
C -2.5633 -2.7541 4.2372 0.06 0.08 -0.03 -0.196
C -1.5225 -2.4988 5.1187 -0.01 -0.02 0.02 -0.156
C -0.7121 -1.3835 4.9534 -0.07 0.01 -0.04 -0.206
C -0.9420 -0.5133 3.9037 -0.04 0.06 0.00 -0.189
C -1.6443 1.9581 2.0875 -0.10 0.16 0.13 -0.487
C -0.5808 2.5242 1.3914 0.09 0.02 -0.01 -0.119
C -0.1125 3.7794 1.7453 -0.10 -0.04 0.08 -0.218
C -0.7137 4.4615 2.7929 0.04 0.03 -0.03 -0.152
C -1.7759 3.8984 3.4880 0.01 -0.03 0.00 -0.183
C -2.2479 2.6452 3.1415 0.07 0.08 -0.05 -0.153
H -0.3358 -3.5460 1.7137 0.01 0.00 -0.03 0.236
H 1.0806 -4.3175 3.5694 -0.02 -0.08 0.03 0.241
H 2.9814 -2.9459 4.3316 0.03 -0.01 0.04 0.242
H 3.4877 -0.7941 3.2322 0.06 0.05 0.03 0.242
H 2.1358 -0.0310 1.3338 -0.02 0.01 -0.05 0.227
H 1.5820 -2.9644 -1.5230 -0.03 -0.04 0.05 0.225
H 3.3583 -2.5363 -3.1675 0.04 -0.08 -0.03 0.245
H 3.8924 -0.2288 -3.8390 0.07 0.02 -0.07 0.247
H 2.6240 1.6692 -2.9118 0.02 0.09 -0.03 0.236
H 0.7870 1.2659 -1.3214 -0.07 0.04 0.04 0.218
H -3.6270 -2.0686 2.5080 -0.05 0.00 -0.04 0.239
H -3.2003 -3.6124 4.3843 -0.06 -0.07 0.00 0.239
H -1.3504 -3.1658 5.9512 0.01 -0.04 0.05 0.238
H 0.0861 -1.1848 5.6520 0.07 0.03 0.05 0.237
H -0.3225 0.3672 3.7938 0.01 0.03 -0.03 0.232
H -0.1085 1.9951 0.5711 0.00 0.00 0.00 0.193
H 0.7126 4.2233 1.2107 0.08 0.03 -0.05 0.233
H -0.3528 5.4410 3.0704 0.02 0.05 0.02 0.241
H -2.2359 4.4390 4.3005 -0.04 0.04 0.07 0.243
H -3.0784 2.2142 3.6853 -0.04 -0.06 0.00 0.239
N 1.4245 2.4545 -6.8311 0.17 -0.10 -0.12 -0.745
C 1.3209 1.1939 -6.3812 -0.56 0.47 0.27 0.052
S 2.2899 -0.0186 -6.8639 0.40 -0.25 -0.13 -0.043
C 0.2342 0.9607 -5.3511 0.19 0.01 -0.11 -0.025
C -0.0772 -0.3469 -5.0037 -0.14 -0.10 0.02 -0.194
C -1.0304 -0.5843 -4.0360 0.07 -0.08 -0.08 0.042
N -1.6644 0.3947 -3.3854 0.02 0.19 0.14 -0.545
C -1.3778 1.6556 -3.7195 0.03 -0.11 -0.09 0.045
C -0.4559 1.9798 -4.6980 0.02 -0.02 0.07 -0.226
H 2.1145 2.6428 -7.5459 -0.10 0.00 0.10 0.430
H 0.7490 3.1721 -6.6371 -0.04 -0.03 -0.02 0.398
H 0.4298 -1.1624 -5.5012 -0.03 0.00 0.04 0.274
H -1.2982 -1.6001 -3.7720 0.01 -0.06 0.04 0.209
H -1.9109 2.4359 -3.1943 -0.04 0.08 0.07 0.210
H -0.2953 3.0280 -4.8970 0.09 0.06 -0.04 0.232


Entry 2:
135
Properties=species:S:1:pos:R:3:forces:R:3:lowdin_spin:R:1 method="wB97M-V/def2-TZVPD" spin_multiplicity=2 s2=0.753 orbital_gap_ev="3.57 / 9.34" homo_energy_ev="-1.11 / -6.89" largest_force_ha_per_bohr=0.0587 charge=-1 e_lumo_ha="0.0902 / 0.0901"
C 4.9454 -5.0771 2.6190 0.21 0.36 0.43 0.000
S 3.1800 -5.5576 2.7567 -0.36 -0.11 -0.05 0.001
O 3.0480 -6.7062 3.7364 0.39 1.39 -0.53 0.000
C 2.5529 -3.9657 3.4764 0.55 -0.36 0.07 0.006
H 5.5195 -5.8098 2.0519 -0.34 -0.31 0.20 0.000
H 5.3850 -4.9301 3.6055 -0.09 -0.32 0.17 0.000
H 5.1021 -4.1292 2.1041 -0.56 0.03 -0.12 0.000
H 1.4661 -3.8880 3.4477 0.07 -0.50 -0.02 0.002
H 2.9208 -3.1368 2.8716 0.17 -0.14 -0.13 0.004
H 2.9145 -3.8526 4.4984 0.00 -0.11 0.03 0.000
C 0.5980 0.3884 1.5565 0.06 0.22 0.97 0.211
Cl 1.9842 1.4675 1.4075 1.69 1.30 0.06 0.147
Cl -0.4634 0.5289 0.0740 -1.72 0.06 -2.48 0.265
Cl 1.1627 -1.2544 1.7873 0.82 -2.27 0.18 0.133
Cl -0.3454 0.8142 3.0280 -0.96 0.65 1.49 0.149
C -0.6031 -0.5089 6.7113 -1.12 -0.32 -0.30 0.001
C -1.3844 0.7779 7.0108 0.95 0.48 -0.33 0.001
C -2.4940 1.1441 6.0135 -0.14 -1.32 -0.16 0.006
C -3.6046 0.0413 6.0722 -1.38 1.34 -0.47 0.000
C -4.7806 0.4310 5.0839 -0.29 0.52 1.39 0.000
C -6.1152 -0.3391 5.1570 1.04 -0.84 0.22 0.000
H -0.2176 -0.5550 5.6928 0.23 0.46 0.00 0.001
H -1.3262 -1.3244 6.7230 0.25 -0.40 0.37 0.000
H 0.2018 -0.6921 7.4231 -0.10 -0.01 0.01 0.000
H -1.8271 0.7532 8.0066 -0.15 -0.33 0.14 0.000
H -0.6143 1.5427 7.1116 -0.17 0.53 -0.32 0.000
H -2.1978 1.2415 4.9691 0.68 -0.39 -0.01 0.006
H -2.8664 2.1531 6.1906 -0.48 -0.14 0.58 0.000
H -3.2672 -0.9893 5.9625 0.36 0.17 -0.62 0.000
H -4.0109 0.0340 7.0836 -0.22 0.16 0.24 0.000
H -5.1560 1.3940 5.4300 0.70 0.66 -0.10 0.000
H -4.3964 0.5944 4.0770 -0.10 -0.34 -0.11 0.000
H -6.5212 -0.3452 6.1685 0.22 0.15 0.25 0.000
H -6.9025 0.1078 4.5499 0.25 -0.21 -0.39 0.000
H -5.9095 -1.3854 4.9314 -0.54 -0.16 -0.41 0.000
C 5.7859 -0.8080 -4.6919 -0.48 0.12 -0.07 0.000
C 5.8164 -2.3068 -4.3576 0.13 0.50 0.07 0.000
C 6.4628 -2.4535 -2.9861 0.70 0.18 1.23 0.000
C 5.6303 -2.1972 -1.6695 -1.69 -0.19 -1.57 0.000
C 4.3169 -3.0716 -1.6130 0.77 0.44 1.25 0.000
C 3.4880 -2.9667 -0.3091 0.43 -0.27 -0.57 0.002
H 5.2518 -0.5469 -5.6055 -0.38 -0.13 0.11 0.000
H 6.7643 -0.3489 -4.8340 0.38 -0.47 0.12 0.000
H 5.3665 -0.2739 -3.8393 -0.33 0.17 -0.16 0.000
H 4.8462 -2.8031 -4.3740 -0.26 0.36 -0.07 0.000
H 6.4001 -2.8251 -5.1183 0.22 -0.11 0.09 0.000
H 7.2578 -1.7080 -2.9674 0.25 0.13 0.07 0.000
H 7.0180 -3.3894 -2.9237 -0.30 -0.37 0.20 0.000
H 6.2453 -2.1766 -0.7697 0.10 -0.71 -0.03 0.000
H 5.2273 -1.1846 -1.6849 0.17 0.37 -0.24 0.000
H 3.6499 -2.7727 -2.4216 0.24 -0.25 -0.28 0.000
H 4.5695 -4.1307 -1.6628 0.11 -0.09 -0.59 0.000
H 4.1457 -3.1311 0.5444 -0.08 0.27 0.14 0.000
H 2.9043 -2.0535 -0.1932 0.25 0.05 0.01 0.001
H 2.7987 -3.8108 -0.3300 -0.26 0.08 0.18 0.000
C 2.1114 0.4407 -3.0296 0.92 1.15 0.50 0.000
C 2.5730 1.6920 -2.1608 -0.43 -0.35 0.58 0.001
C 4.0885 2.0042 -1.9611 -0.77 -0.32 -0.43 0.000
C 4.4683 2.9741 -0.8271 -0.68 0.12 -0.34 0.005
C 5.9680 3.1906 -0.6317 -0.43 -0.22 0.32 0.000
C 6.2344 4.1242 0.5681 0.16 -1.00 -0.62 0.001
H 2.9362 -0.2503 -3.2039 0.07 -0.20 0.23 0.000
H 1.7843 0.7393 -4.0256 -0.13 0.12 0.00 0.000
H 1.2944 -0.0683 -2.5182 0.03 -0.03 -0.05 0.001
H 2.0364 2.5692 -2.5224 0.21 0.18 -0.23 0.000
H 2.1536 1.5685 -1.1623 -0.04 -0.25 0.00 0.001
H 4.4137 2.4181 -2.9156 0.58 -0.07 -0.09 0.000
H 4.5861 1.0505 -1.7852 0.25 -0.11 -0.11 0.000
H 3.9835 3.9291 -1.0296 0.05 0.36 -0.19 0.000
H 4.0076 2.6962 0.1210 0.09 -0.47 0.05 0.007
H 6.4420 2.2190 -0.4926 0.11 -0.12 0.11 0.000
H 6.3888 3.6072 -1.5468 0.15 0.12 -0.05 0.000
H 5.8697 5.0995 0.2456 0.25 0.23 0.67 0.000
H 5.7521 3.7501 1.4712 -0.57 0.21 -0.15 0.001
H 7.2846 4.0836 0.8573 0.20 0.61 -0.38 0.000
C 0.2415 4.6007 -0.8139 0.08 -1.57 1.51 0.000
C -0.3485 4.9820 -2.1159 0.97 1.06 -0.91 0.000
C -0.4933 3.9411 -3.2021 -1.08 -1.08 0.01 0.001
C -1.2434 2.6854 -2.6919 0.31 0.02 -0.23 0.006
C -1.6682 1.6096 -3.7280 0.62 2.11 -0.01 0.001
C -2.5989 0.5619 -3.1968 0.48 -0.92 0.42 0.009
H 1.2297 4.1414 -0.8429 0.31 0.34 -0.38 0.000
H -0.3229 3.7939 -0.3463 -0.30 0.08 0.23 0.000
H 0.2569 5.4294 -0.1061 0.07 0.07 -0.07 0.000
H -1.2670 5.5349 -1.9188 -0.19 -0.02 -0.30 0.000
H 0.3979 5.6499 -2.5460 -0.32 0.84 -0.12 0.000
H 0.4880 3.6899 -3.6045 0.13 -0.24 0.09 0.000
H -1.0299 4.3946 -4.0354 -0.17 0.07 -0.16 0.000
H -0.5775 2.2560 -1.9434 -0.23 -0.36 0.09 0.005
H -2.1370 3.0149 -2.1618 -0.18 0.12 0.20 0.000
H -2.2107 2.1599 -4.4967 0.11 0.04 -0.44 0.000
H -0.7333 1.2746 -4.1772 -0.15 -0.59 -0.10 0.000
H -2.4612 -0.3861 -3.7168 -0.26 0.03 -0.31 0.000
H -2.3407 0.3088 -2.1685 -0.14 0.14 0.27 0.010
H -3.6429 0.8696 -3.2557 0.02 -0.04 0.08 0.000
C -6.1740 1.4380 -1.6960 0.39 0.64 0.16 0.000
C -5.3391 0.8335 -0.5725 0.19 0.75 0.54 0.000
C -5.5135 1.5621 0.8077 -1.17 -1.21 -1.01 0.000
C -4.8115 2.8932 0.9529 0.35 0.09 0.19 0.000
C -3.3422 2.6785 1.2546 0.82 0.56 0.42 0.001
C -2.5182 3.9779 1.4712 -0.81 -0.45 -0.53 0.001
H -5.7499 2.3940 -2.0030 0.01 0.20 0.04 0.000
H -7.1698 1.6572 -1.3108 -0.23 -0.18 -0.24 0.000
H -6.2183 0.8549 -2.6158 -0.11 -0.31 0.18 0.000
H -5.5676 -0.2295 -0.4951 -0.02 -0.02 0.29 0.000
H -4.2693 0.9228 -0.7609 0.06 -0.28 -0.45 0.001
H -5.2273 0.7933 1.5255 0.52 0.43 0.48 0.000
H -6.5772 1.6866 1.0102 -0.32 0.08 -0.17 0.000
H -4.9453 3.5366 0.0833 0.05 -0.20 -0.49 0.000
H -5.2827 3.4974 1.7282 0.01 -0.17 0.45 0.000
H -3.2577 2.0136 2.1142 0.02 0.06 0.25 0.000
H -2.8635 2.1173 0.4521 0.02 -0.01 -0.15 0.001
H -2.4746 4.4604 0.4948 0.38 0.18 -0.07 0.000
H -3.0213 4.7016 2.1125 -0.11 -0.15 0.32 0.000
H -1.5136 3.7927 1.8515 -0.06 -0.08 -0.12 0.001
C -5.5105 -3.1918 -2.7572 -1.14 -0.48 -0.06 0.000
C -4.1654 -2.6485 -2.4792 1.49 1.10 1.36 0.000
C -3.0984 -3.5732 -1.7566 -0.75 0.73 -1.91 0.000
C -1.8534 -2.8106 -1.2972 -0.08 0.53 0.58 0.001
C -0.7572 -3.7043 -0.6299 -2.05 0.52 -0.69 0.000
C 0.0386 -4.4263 -1.6930 0.58 0.74 0.14 0.000
H -5.4339 -4.1841 -3.2017 -0.40 -0.16 0.08 0.000
H -6.0927 -2.5481 -3.4166 0.29 0.04 -0.47 0.000
H -6.1475 -3.1664 -1.8730 0.15 -0.70 0.31 0.000
H -3.7668 -2.2161 -3.3969 0.45 -0.29 -0.05 0.000
H -4.3186 -1.7792 -1.8398 0.17 0.30 0.14 0.000
H -2.9067 -4.2933 -2.5521 0.45 -0.58 0.26 0.000
H -3.5404 -4.0885 -0.9039 -0.13 -0.04 0.01 0.000
H -1.4253 -2.1172 -2.0211 0.07 -0.38 -0.65 0.001
H -2.2699 -2.0829 -0.6008 0.27 -0.01 0.65 0.001
H -0.1343 -3.1103 0.0389 -0.04 -0.12 -0.01 0.001
H -1.4209 -4.3745 -0.0836 0.65 -0.45 0.64 0.000
H -0.5825 -5.0032 -2.3782 0.12 -0.23 0.18 0.000
H 0.5175 -3.6351 -2.2698 0.13 -0.02 -0.36 0.000
H 0.8659 -4.9860 -1.2567 -0.21 -0.47 -0.12 0.000


Entry 3:
67
Properties=species:S:1:pos:R:3:forces:R:3:nbo_charge:R:1 method="wB97M-V/def2-TZVPD" relative_energy_kcal_mol=6.3 orbital_gap_ev=4.72 homo_energy_ev=-3.04 largest_force_ha_per_bohr=0.0604 charge=-1 e_lumo_ha=0.0617
C -5.5399 -0.5110 -2.6342 0.18 0.55 -0.34 -0.235
O -4.4303 0.3332 -2.2435 -0.69 -0.30 -0.04 -0.506
C -3.7316 0.0754 -1.1196 1.20 0.52 0.61 0.203
C -2.7076 0.9336 -0.7813 -1.46 -0.82 -1.33 -0.156
C -1.8650 0.6709 0.3221 1.52 2.48 0.69 -0.102
C -0.7887 1.5729 0.4977 -2.78 -0.90 -0.28 -0.039
C -0.0810 1.7271 1.7177 1.57 -0.31 1.24 -0.154
C 0.3162 0.5946 2.4886 -0.77 0.65 -0.27 -0.146
C 0.7246 0.7417 3.7988 0.46 0.68 0.31 -0.306
C 0.9865 2.0432 4.3154 -0.45 -0.21 -1.32 0.273
N 1.5520 2.2355 5.5371 0.26 0.42 1.25 -0.445
C 2.3460 3.4287 5.7952 -0.13 -0.16 -0.14 -0.393
C 1.6213 1.1709 6.5158 -0.07 -0.04 -0.19 -0.404
C 0.6909 3.1742 3.5021 0.02 -0.36 0.42 -0.313
C 0.1785 3.0283 2.2395 -0.27 -1.13 -0.62 -0.144
C -2.2149 -0.3783 1.2215 -0.50 -1.66 0.26 -0.232
C -3.0486 -1.3925 0.8030 0.70 0.83 -0.21 0.293
O -3.1339 -2.5668 1.4831 -0.36 0.13 0.44 -0.543
C -2.9250 -3.8000 0.7534 -0.11 0.51 0.12 -0.257
C -3.8738 -1.2062 -0.4029 -0.22 -1.28 -1.44 0.377
O -4.5695 -2.1342 -0.8961 0.85 1.17 1.27 -0.637
H -6.0938 0.1325 -3.3252 -0.02 -0.15 0.06 0.169
H -5.1648 -1.3920 -3.1788 -0.29 0.26 0.39 0.190
H -6.1786 -0.7988 -1.7887 0.30 0.09 -0.39 0.194
H -2.4914 1.8057 -1.4014 -0.13 -0.38 0.00 0.219
H -0.7029 2.3929 -0.2174 -0.05 -0.34 -0.08 0.209
H 0.2409 -0.4039 2.0482 0.12 0.42 0.09 0.257
H 0.8823 -0.1473 4.4103 0.22 0.30 -0.19 0.214
H 1.9396 4.2796 5.2434 0.23 -0.17 0.38 0.206
H 2.2916 3.6579 6.8630 0.19 0.03 -0.15 0.193
H 3.3971 3.3038 5.4718 -0.24 0.02 0.23 0.184
H 0.6253 0.7423 6.6855 0.14 0.04 -0.06 0.202
H 2.2923 0.3457 6.2273 -0.01 0.18 0.05 0.187
H 1.9675 1.5994 7.4591 0.00 -0.15 -0.10 0.200
H 0.7861 4.1748 3.9144 0.06 -0.25 -0.26 0.200
H -0.0648 3.9076 1.6393 -0.02 -0.26 0.17 0.209
H -1.7761 -0.4356 2.2184 0.03 -0.22 -0.52 0.225
H -2.9768 -4.5659 1.5302 0.12 0.02 -0.21 0.178
H -3.7204 -3.9344 0.0136 0.34 -0.05 0.16 0.213
H -1.9324 -3.7771 0.2832 -0.22 -0.10 0.06 0.192
C 5.9055 -2.0288 -2.2558 -0.32 -0.03 -0.06 -0.243
C 4.9775 -2.6682 -3.0870 -0.08 0.23 0.11 -0.223
C 3.6022 -2.4298 -2.9482 0.42 0.05 0.38 -0.240
C 3.1615 -1.5856 -1.9171 0.23 -0.38 0.03 -0.186
S 1.4162 -1.5681 -1.4461 -0.87 2.88 -0.76 2.162
C 0.8202 0.0146 -1.7675 1.24 -1.15 1.19 -0.926
C -0.0026 0.2791 -2.9081 -0.98 0.15 -1.63 -0.035
C 0.2871 1.2420 -3.9359 -0.27 -0.66 0.73 -0.182
C -0.4643 1.2697 -5.1131 -0.31 -0.19 -0.03 -0.255
C -1.5709 0.4165 -5.2790 -0.13 0.27 0.25 -0.262
C -1.9892 -0.3721 -4.1997 0.40 -0.17 -0.48 -0.210
C -1.1924 -0.4866 -3.0755 0.61 0.51 0.10 -0.209
O 0.8362 -2.5325 -2.3548 -0.19 -0.55 0.09 -0.992
O 1.4154 -1.7910 -0.0104 0.37 -0.41 0.18 -1.001
C 4.0829 -0.8586 -1.1551 0.25 -0.43 -0.24 -0.229
C 5.4526 -1.0928 -1.3180 -0.40 -0.02 -0.03 -0.227
H 6.9686 -2.2711 -2.3283 -0.32 0.14 -0.03 0.200
H 5.3139 -3.3927 -3.8311 -0.03 0.25 0.15 0.200
H 2.8923 -2.9391 -3.6039 0.11 0.17 0.46 0.243
H 0.9585 0.7276 -0.9559 0.32 -0.20 -0.30 0.217
H 1.1417 1.9100 -3.7787 -0.24 -0.30 -0.22 0.194
H -0.1989 1.9467 -5.9323 0.02 -0.20 0.32 0.194
H -2.1357 0.3799 -6.2206 0.26 0.25 0.43 0.194
H -2.9183 -0.9322 -4.2440 0.12 -0.05 -0.17 0.198
H -1.4499 -1.1497 -2.2517 -0.05 0.10 -0.33 0.219
H 3.7084 -0.1463 -0.4193 0.14 -0.25 -0.08 0.227
H 6.1542 -0.5696 -0.6722 -0.02 -0.07 -0.16 0.200


Entry 4:
9
Properties=species:S:1:pos:R:3:forces:R:3:nbo_charge:R:1 method="wB97M-V/def2-TZVPD" relative_energy_kcal_mol=77.2 orbital_gap_ev="8.99 / 8.52" homo_energy_ev="-9.92 / -9.73" largest_force_ha_per_bohr=0.0579 e_lumo_ha="-0.0343 / -0.0445"
C -0.3060 1.3467 0.1490 -0.53 -1.22 -1.52 -0.614
C -0.2773 -1.5066 0.0922 -1.67 0.66 2.38 -0.675
O 2.0406 0.0318 0.2193 1.94 -0.55 0.98 -1.091
P 0.7290 -0.0615 -0.3896 -1.40 1.03 1.47 1.642
H -1.0403 1.6564 -0.6075 0.15 0.10 0.38 0.183
H -0.4467 1.7684 1.1348 0.35 -0.32 0.11 0.214
H -0.1996 -1.7998 1.2347 0.57 0.63 -2.37 0.224
H -1.3955 -1.5660 -0.0871 1.45 0.02 -0.66 0.207
H 0.8958 0.1305 -1.7458 -0.86 -0.35 -0.77 -0.089